--- a ---
The following is a quantum chemistry calculation of a 3-piece molecular cluster, C3H13N3O2 overall, from OMol25.

LUMO = 0.49 eV
SMILES = [H]/N=C(\N)NCC.O.O

Structure (XYZ):
```
21
C3H13N3O2, DFT ωB97M-V/def2-TZVPD
O -0.5126 -5.0055 1.1700
O 5.4050 2.9529 -2.1231
N -0.6332 0.6279 -0.1628
N -2.9555 0.7640 0.1346
N -1.5699 2.3299 1.1386
C -0.2436 -0.7010 0.3457
C 0.9197 -1.3026 -0.3811
C -1.7036 1.2763 0.4451
H 5.1285 2.0360 -2.0285
H 1.1087 -1.1311 -1.4724
H -1.1020 -1.3728 0.0536
H 0.2006 1.1829 -0.2948
H -0.5359 -5.2526 0.2394
H 1.8690 -1.1101 0.1284
H -2.9778 -0.1183 -0.3446
H 0.8835 -2.4560 -0.4359
H -0.1227 -0.5495 1.4343
H -3.8419 1.2082 0.2792
H -2.2239 3.0565 1.3541
H -0.1631 -4.1086 1.1708
H 5.2192 3.2091 -3.0296
```

Okay, here come the Löwdin numbers, in e, for every atom: O -0.06; O -0.06; N -0.01; N 0.12; N 0.11; C -0.27; C -0.12; C -0.59; H 0.03; H 0.09; H 0.11; H 0.12; H 0.03; H 0.07; H 0.07; H 0.08; H 0.13; H 0.09; H 0.03; H 0.01; H 0.03

=====

--- b ---
The following is a quantum chemistry calculation of a 3-piece molecular cluster, C3H13N3O2 overall, from OMol25.

LUMO = 0.56 eV
SMILES = [H]/N=C(\N)NCC.O.O

Structure (XYZ):
```
21
C3H13N3O2, DFT ωB97M-V/def2-TZVPD
O 4.3019 3.0677 -3.3074
O -1.5543 -2.4506 3.4077
N -2.4060 0.7164 0.4176
N -1.5773 1.7763 -1.5219
N -0.1725 0.4938 -0.2304
C -0.0928 -0.9558 0.0026
C -1.4324 1.0093 -0.5343
C 1.2961 -1.4286 0.3577
H -2.0815 -3.1852 3.1234
H 1.8039 -0.7857 1.0764
H -3.0660 1.4464 0.6379
H 1.9660 -1.5130 -0.5017
H 1.2018 -2.4162 0.8014
H 3.9810 2.4685 -2.6412
H -0.7691 -1.2693 0.8078
H -2.4128 2.3433 -1.5980
H -2.0369 0.3637 1.2861
H -0.5781 -1.4992 -0.8223
H 0.5010 0.7182 -0.9439
H -0.6756 -2.8147 3.4471
H 3.8038 3.9146 -3.2644
```

Okay, here come the Löwdin numbers, in e, for every atom: O -0.07; O -0.04; N 0.12; N 0.11; N 0.01; C -0.28; C -0.60; C -0.10; H 0.02; H 0.08; H 0.09; H 0.07; H 0.07; H 0.02; H 0.08; H 0.04; H 0.08; H 0.12; H 0.11; H 0.02; H 0.05

=====

Which structure is most stable, and how do the rest compare? From most to least stable: b, a.

=====

--- a ---
The following is a quantum chemistry calculation of the molecule CH4N6, from OMol25.

LUMO = 0.21 eV
SMILES = N/N=c1/nn[nH][nH]1

Structure (XYZ):
```
11
CH4N6, DFT ωB97M-V/def2-TZVPD
N 0.2946 -0.8246 0.0447
N 1.5148 0.0444 -1.6228
N -1.4069 -0.0182 1.3383
N -0.8934 -1.2467 0.7676
N 0.8587 1.1458 -0.8483
N -0.9514 0.9807 0.8164
C 0.0115 0.5530 -0.1495
H 1.7795 -0.8888 -1.0035
H 2.5347 0.1536 -2.1937
H 0.1856 -1.2161 -0.8888
H -0.4836 -1.9365 1.5116
```

Okay, here come the Löwdin numbers, in e, for every atom: N -0.05; N -0.11; N -0.01; N -0.04; N 0.05; N 0.08; C -0.46; H 0.12; H 0.15; H 0.10; H 0.16

=====

--- b ---
The following is a quantum chemistry calculation of the molecule CH4N6, from OMol25.

LUMO = 0.80 eV
SMILES = [H]/N=c1/[nH]nnn1N

Structure (XYZ):
```
11
CH4N6, DFT ωB97M-V/def2-TZVPD
N 1.7397 0.8039 -0.7981
N 1.6282 -0.0363 0.2625
N 0.6033 0.9864 -1.2871
N -1.6901 0.4967 -0.2305
N 0.0318 -1.2755 1.4720
N -0.2575 0.1655 -0.4517
C 0.3765 -0.5938 0.4990
H -0.9393 -1.5515 1.2573
H -2.1510 -0.1819 -0.9452
H 2.5295 -0.3204 0.7623
H -1.8712 1.5070 -0.5404
```

Okay, here come the Löwdin numbers, in e, for every atom: N -0.03; N 0.04; N 0.05; N 0.07; N 0.12; N -0.15; C -0.54; H 0.05; H 0.11; H 0.18; H 0.10

=====

Which structure is most stable, and how do the rest compare? From most to least stable: b, a.

=====

--- a ---
The following is a quantum chemistry calculation of the molecule C3H2O3, from OMol25.

LUMO = -1.27 eV
SMILES = O=CC(=O)C=O

Structure (XYZ):
```
8
C3H2O3, DFT ωB97M-V/def2-TZVPD
O 0.3061 1.5230 -0.8511
O 0.9092 -1.7461 0.0507
O -1.7827 -0.4022 0.8778
C 0.8382 -0.7893 -0.6750
C -0.9063 0.4212 0.8793
C 0.1005 0.4856 -0.2675
H -0.8144 1.2200 1.6400
H 1.3495 -0.7121 -1.6542
```

Okay, here come the Löwdin numbers, in e, for every atom: O 0.13; O 0.11; O 0.11; C -0.16; C -0.16; C -0.29; H 0.14; H 0.14

=====

--- b ---
The following is a quantum chemistry calculation of the molecule C3H2O3, from OMol25.

LUMO = -1.38 eV
SMILES = O=CC(=O)C=O

Structure (XYZ):
```
8
C3H2O3, DFT ωB97M-V/def2-TZVPD
O -1.5649 -0.6277 -0.4622
O 0.9314 0.2000 1.8201
O 0.9270 1.6212 -0.8985
C 0.0306 -0.4292 1.2767
C -0.5676 -0.0751 -0.1268
C 0.3375 0.5995 -1.1735
H 0.3683 0.0214 -2.1030
H -0.4623 -1.3101 1.6672
```

Okay, here come the Löwdin numbers, in e, for every atom: O 0.13; O 0.08; O 0.10; C -0.12; C -0.30; C -0.15; H 0.13; H 0.12

=====

--- c ---
The following is a quantum chemistry calculation of the molecule C3H2O3, from OMol25.

LUMO = 0.79 eV
SMILES = O=C1O[C@]12CO2

Structure (XYZ):
```
8
C3H2O3, DFT ωB97M-V/def2-TZVPD
O 0.7040 0.7288 1.0051
O 1.0130 -1.5201 -1.9106
O 0.0619 -1.5206 0.2641
C 0.2673 -0.0367 -0.0160
C 0.6031 -1.1097 -0.8837
C -0.5906 1.0017 0.5012
H -0.7998 1.8225 -0.1330
H -1.2589 0.6342 1.1728
```

Okay, here come the Löwdin numbers, in e, for every atom: O 0.10; O 0.18; O 0.19; C -0.27; C -0.42; C 0.00; H 0.12; H 0.10

=====

Which structure is most stable, and how do the rest compare? From most to least stable: a, b, c.

=====

--- a ---
The following is a quantum chemistry calculation of the molecule C3H2O3, from OMol25.

LUMO = -2.56 eV
SMILES = O=CC(=O)C=O

Structure (XYZ):
```
8
C3H2O3, DFT ωB97M-V/def2-TZVPD
O 2.2028 -0.5582 -0.1616
O -2.2923 -0.5517 -0.2485
O -0.0160 -1.6822 0.0593
C 1.2742 0.2004 -0.1173
C 0.0517 -0.4136 0.1911
C -1.2817 0.2128 0.0572
H -1.2322 1.4430 0.2722
H 1.2934 1.3495 -0.0524
```

Okay, here come the Löwdin numbers, in e, for every atom: O 0.14; O 0.04; O 0.14; C -0.22; C -0.31; C -0.11; H 0.17; H 0.15

=====

--- b ---
The following is a quantum chemistry calculation of the molecule C3H2O3, from OMol25.

LUMO = -0.47 eV

Structure (XYZ):
```
8
C3H2O3, DFT ωB97M-V/def2-TZVPD
O 0.5102 0.3261 -0.5289
O 2.5275 -0.6630 -0.1692
O -2.5166 0.7885 0.1435
C -0.4093 -0.2085 0.2198
C -1.4304 0.7483 0.6779
C 1.4684 -0.7405 -0.6822
H -1.1830 1.3045 1.6082
H 1.0332 -1.5554 -1.2692
```

Okay, here come the Löwdin numbers, in e, for every atom: O 0.02; O 0.15; O 0.05; C 0.03; C -0.27; C -0.27; H 0.13; H 0.15

=====

--- c ---
The following is a quantum chemistry calculation of a 2-piece molecular cluster, C3H2O3 overall, from OMol25.

LUMO = 0.72 eV
SMILES = C1=CO1.O=C=O

Structure (XYZ):
```
8
C3H2O3, DFT ωB97M-V/def2-TZVPD
O 0.9081 0.7932 0.3905
O -2.4696 -0.1009 -0.4288
O -1.6918 -0.2708 1.6606
C 1.6028 0.5557 -0.6504
C 1.0941 -0.6126 -0.3828
C -2.0140 -0.1429 0.6019
H 0.6628 -1.5072 0.1188
H 1.9076 1.2855 -1.3099
```

Okay, here come the Löwdin numbers, in e, for every atom: O -0.06; O 0.23; O 0.25; C -0.22; C 0.11; C -0.52; H 0.11; H 0.10

=====

Which structure is most stable, and how do the rest compare? From most to least stable: b, a, c.

=====

--- a ---
The following is a quantum chemistry calculation of the molecule C3H2O3, from OMol25.

LUMO = -0.14 eV

Structure (XYZ):
```
8
C3H2O3, DFT ωB97M-V/def2-TZVPD
O -0.9302 1.1036 -0.0187
O -1.0781 -0.9135 0.1145
O 2.2110 0.2555 -0.1291
C -0.1519 0.0318 0.5102
C -1.7782 0.1536 -0.3875
C 1.0983 -0.1132 -0.3988
H -0.0636 -0.0119 1.5605
H 0.6927 -0.5059 -1.2512
```

Okay, here come the Löwdin numbers, in e, for every atom: O 0.05; O 0.01; O 0.12; C -0.32; C -0.01; C -0.13; H 0.16; H 0.11

=====

--- b ---
The following is a quantum chemistry calculation of the molecule C3H2O3, from OMol25.

LUMO = -0.47 eV
SMILES = O=C=COC=O

Structure (XYZ):
```
8
C3H2O3, DFT ωB97M-V/def2-TZVPD
O 0.1164 -2.2503 1.3882
O -0.2878 0.6147 -0.4202
O 1.9958 0.3377 -0.8750
C -1.0637 -0.2165 0.6984
C 0.9579 0.8570 -1.0828
C -0.4579 -1.2852 1.1071
H 0.6830 1.6330 -1.8009
H -1.9436 0.3095 0.9851
```

Okay, here come the Löwdin numbers, in e, for every atom: O 0.21; O -0.10; O 0.11; C 0.02; C -0.30; C -0.18; H 0.14; H 0.10

=====

--- c ---
The following is a quantum chemistry calculation of the molecule C3H2O3, from OMol25.

LUMO = -1.32 eV
SMILES = O=CC(=O)C=O

Structure (XYZ):
```
8
C3H2O3, DFT ωB97M-V/def2-TZVPD
O -0.9436 1.7764 0.0674
O 1.4107 -0.4405 0.9812
O -0.8714 -0.7900 -1.5769
C 0.4491 -0.1425 0.3137
C -0.5413 0.9123 0.8014
C 0.2040 -0.8112 -1.0387
H -0.7871 0.8619 1.8796
H 1.0795 -1.3665 -1.4278
```

Okay, here come the Löwdin numbers, in e, for every atom: O 0.10; O 0.13; O 0.11; C -0.29; C -0.16; C -0.16; H 0.14; H 0.13

=====

--- d ---
The following is a quantum chemistry calculation of a 2-piece molecular cluster, C3H2O3 overall, from OMol25.

LUMO = -0.14 eV

Structure (XYZ):
```
8
C3H2O3, DFT ωB97M-V/def2-TZVPD
O 1.5240 -1.2189 0.6074
O -0.6833 -0.5795 0.7070
O 0.8076 2.0621 -1.3706
C 0.4924 1.0032 -1.0998
C 0.4785 -1.1373 0.0563
C -0.8995 0.6989 0.7139
H -1.8706 0.8172 1.2417
H 0.1508 -1.6458 -0.8558
```

Okay, here come the Löwdin numbers, in e, for every atom: O 0.12; O -0.08; O 0.09; C -0.02; C -0.36; C 0.06; H 0.05; H 0.14

=====

Which structure is most stable, and how do the rest compare? From most to least stable: c, b, a, d.

=====

--- a ---
The following is a quantum chemistry calculation of the molecule C4H5NO3, from OMol25.

LUMO = -0.12 eV
SMILES = O=CN1C[C@H]1C(=O)O

Structure (XYZ):
```
13
C4H5NO3, DFT ωB97M-V/def2-TZVPD
O -1.6526 -1.3900 0.0524
O -2.9384 0.3604 -0.6485
O 0.6611 0.5979 2.3414
N 0.5515 -0.3572 0.2125
C 0.8671 0.0460 -1.0052
C 1.2462 0.1637 1.3659
C -1.7648 -0.1154 -0.4838
C -0.4506 0.5491 -0.3823
H 1.6874 0.6912 -1.5442
H 2.4270 0.0513 1.2804
H -0.3514 1.4282 0.1357
H -0.6227 -1.2385 0.4221
H 0.3402 -0.7867 -1.7463
```

Okay, here come the Löwdin numbers, in e, for every atom: O 0.03; O 0.05; O 0.09; N -0.13; C -0.10; C -0.22; C -0.40; C -0.10; H 0.17; H 0.18; H 0.12; H 0.12; H 0.18

=====

--- b ---
The following is a quantum chemistry calculation of the molecule C4H5NO3, from OMol25.

LUMO = -0.42 eV
SMILES = NC(=O)/C=C\C(=O)O

Structure (XYZ):
```
13
C4H5NO3, DFT ωB97M-V/def2-TZVPD
O -1.3950 1.4084 -0.0693
O -2.8913 -0.1101 0.3209
O 2.9439 -0.3291 0.3210
N 1.4801 1.4161 -0.1217
C 1.8170 0.0970 0.0766
C -0.6399 -0.8332 -0.1613
C -1.6562 0.2531 0.0415
C 0.6912 -0.9069 -0.1909
H 1.1178 -1.8718 -0.2557
H 0.5235 1.6289 -0.0628
H 2.1069 2.0867 0.2873
H -1.1537 -1.7720 -0.3989
H -2.9443 -1.0671 0.2131
```

Okay, here come the Löwdin numbers, in e, for every atom: O 0.12; O 0.15; O 0.05; N 0.19; C -0.49; C 0.01; C -0.54; C 0.04; H 0.10; H 0.04; H 0.11; H 0.11; H 0.11

=====

--- c ---
The following is a quantum chemistry calculation of the molecule C4H5NO3, from OMol25.

LUMO = 0.75 eV
SMILES = CC(=O)O[C@@]1(O)C=N1

Structure (XYZ):
```
13
C4H5NO3, DFT ωB97M-V/def2-TZVPD
O -0.1434 -0.7062 0.0062
O 0.7179 1.2653 0.6525
O -2.3626 -0.9874 0.4934
N -1.7508 0.8120 -1.0554
C 0.8761 0.1641 0.1915
C -1.4313 -0.1384 0.0005
C -1.5472 1.3330 0.0899
C 2.1978 -0.4374 -0.1767
H 2.4383 -1.2156 0.5461
H 2.9687 0.3265 -0.1443
H -2.4401 -1.7703 -0.0696
H 2.1389 -0.8900 -1.1626
H -1.6624 2.2445 0.6285
```

Okay, here come the Löwdin numbers, in e, for every atom: O 0.09; O 0.10; O 0.09; N 0.22; C -0.50; C -0.56; C 0.00; C 0.03; H 0.10; H 0.09; H 0.12; H 0.09; H 0.12

=====

--- d ---
The following is a quantum chemistry calculation of the molecule C4H5NO3, from OMol25.

LUMO = 0.26 eV
SMILES = O=C1N[C@H](O)C=C1O

Structure (XYZ):
```
13
C4H5NO3, DFT ωB97M-V/def2-TZVPD
O -1.6366 0.5052 -0.6285
O -0.2309 -3.2595 0.3282
O 2.1732 -1.9015 -0.5321
N -0.9259 -1.1554 0.9262
C 0.6707 0.1056 -0.1963
C 1.1089 -1.2753 -0.1052
C -0.6769 0.2006 0.3470
C -0.0325 -2.0503 0.4151
H 2.6708 -1.2708 -1.1704
H -1.9024 1.4469 -0.6846
H -1.9110 -1.5392 0.8865
H 0.9916 1.0835 -0.4903
H -0.5566 0.9421 1.1888
```

Okay, here come the Löwdin numbers, in e, for every atom: O 0.00; O 0.08; O 0.10; N 0.12; C 0.06; C -0.23; C -0.43; C -0.44; H 0.18; H 0.12; H 0.18; H 0.11; H 0.16

=====

Which structure is most stable, and how do the rest compare? From most to least stable: b, d, c, a.